*1*
Molecular formula: C4H9NOS
Method: DFT, wB97M-V/def2-TZVPD

Values from the calculation:
Gap between HOMO and LUMO   0.3607 Eh
SMILES   NC(=O)CCCS
E_HOMO   -9.03 eV

```
! wB97M-V def2-TZVPD RIJCOSX def2/J DEFGRID3
* xyz 0 1
C 0.39 -0.78 1.03
C -0.12 -1.29 -0.32
C -0.30 -0.20 -1.36
S 1.26 0.46 -2.04
C -0.50 0.31 1.60
N -1.71 -0.14 2.10
O -0.24 1.49 1.54
H 0.41 -1.60 1.75
H 1.39 -0.35 0.95
H -1.08 -1.79 -0.18
H 0.59 -2.03 -0.66
H -0.85 0.64 -0.93
H -0.89 -0.57 -2.19
H 1.56 -0.66 -2.70
H -2.23 0.59 2.57
H -1.76 -1.05 2.52
*
```

*2*
Molecular formula: C4H9NOS
Method: DFT, wB97M-V/def2-TZVPD

Values from the calculation:
Gap between HOMO and LUMO   0.3701 Eh
E_HOMO   -9.29 eV

```
! wB97M-V def2-TZVPD RIJCOSX def2/J DEFGRID3
* xyz 0 1
C -0.03 -0.67 0.27
N -0.98 -0.63 1.36
C -1.73 -1.79 1.51
O -2.14 -1.83 2.63
C -0.17 0.46 -0.62
C 1.24 1.06 -1.32
S 1.72 2.65 -0.58
H 1.04 -0.75 0.59
H -0.23 -1.85 -0.34
H -1.13 -0.06 2.22
H -2.02 -2.63 0.78
H -0.80 0.33 -1.46
H -0.53 1.39 -0.19
H 1.93 0.34 -1.01
H 1.07 1.18 -2.46
H 2.80 2.81 -1.39
*
```

*3*
Molecular formula: C4H9NOS
Method: DFT, wB97M-V/def2-TZVPD

Values from the calculation:
Gap between HOMO and LUMO (spin up / spin down)   0.3002 / 0.2864 Eh
E_HOMO (spin up / spin down)   -7.82 / -7.83 eV

```
! wB97M-V def2-TZVPD RIJCOSX def2/J DEFGRID3
* xyz 0 1
C 2.40 1.04 0.74
C 2.52 0.62 -0.67
C -2.32 -0.68 0.41
C -1.39 -0.80 -0.74
N 1.32 0.35 0.07
O 1.66 -2.15 -0.44
S 0.87 -1.28 0.43
H 2.98 0.52 1.50
H 2.19 2.08 0.97
H 2.42 1.35 -1.46
H 3.16 -0.22 -0.91
H -2.16 0.26 0.94
H -3.36 -0.70 0.05
H -2.20 -1.51 1.10
H -1.09 0.08 -1.27
H -1.43 -1.71 -1.32
*
```

*4*
Molecular formula: C4H9NOS
Method: DFT, wB97M-V/def2-TZVPD

Values from the calculation:
Gap between HOMO and LUMO   0.3408 Eh
SMILES   C=NSCOCC
E_HOMO   -8.74 eV

```
! wB97M-V def2-TZVPD RIJCOSX def2/J DEFGRID3
* xyz 0 1
C 1.12 -1.77 1.80
C 1.05 -1.26 0.37
C -0.81 0.38 0.51
C -1.11 2.38 -2.68
H 0.12 -1.49 2.13
H 1.84 -1.16 2.26
H 1.30 -2.92 1.95
H 0.34 -1.91 -0.33
H 2.19 -1.24 0.01
H -0.83 0.40 1.61
H -1.38 -0.56 0.05
H -1.29 2.03 -3.77
H -0.48 3.47 -2.58
N -1.43 1.55 -1.63
O 0.66 0.14 0.31
S -1.26 1.95 -0.01
*
```

Most stable structure, least stable structure: *1*, *3*.

*1*
Molecular formula: C4H9NOS
Method: DFT, wB97M-V/def2-TZVPD

Values from the calculation:
Gap between HOMO and LUMO   0.3547 Eh
SMILES   O=CNCCCS
E_HOMO   -8.93 eV

```
! wB97M-V def2-TZVPD RIJCOSX def2/J DEFGRID3
* xyz 0 1
C 0.99 0.59 -0.23
N 0.93 -0.75 -0.76
C 0.76 -0.97 -2.11
O -0.03 -1.69 -2.66
C -0.34 1.15 0.29
C -0.98 0.31 1.38
S -1.70 -1.29 0.85
H 1.40 1.28 -0.97
H 1.69 0.59 0.61
H 0.87 -1.51 -0.10
H 1.40 -0.28 -2.68
H -1.05 1.31 -0.52
H -0.01 2.08 0.76
H -1.74 0.83 1.96
H -0.20 0.07 2.11
H -2.00 -1.71 2.09
*
```

*2*
Molecular formula: C4H9NOS
Method: DFT, wB97M-V/def2-TZVPD

Values from the calculation:
Gap between HOMO and LUMO   0.2920 Eh
SMILES   NC(=O)CCCS
E_HOMO   -8.58 eV

```
! wB97M-V def2-TZVPD RIJCOSX def2/J DEFGRID3
* xyz 0 1
C -0.21 -0.85 0.70
C -1.11 0.26 0.37
C -0.63 1.03 -0.88
S -0.83 0.03 -2.38
C 1.03 -0.35 1.41
N 0.81 0.04 2.76
O 2.08 -0.34 0.79
H -0.58 -1.71 1.14
H 0.23 -1.36 -0.11
H -0.90 1.03 1.05
H -2.14 0.08 0.20
H 0.28 1.54 -1.10
H -1.35 1.83 -0.93
H -1.03 -0.85 -3.48
H 1.63 -0.17 3.26
H 0.43 0.98 2.82
*
```

Most stable structure, least stable structure: *1*, *2*.

*1*
Molecular formula: C4H9NOS
Method: DFT, wB97M-V/def2-TZVPD

Values from the calculation:
Gap between HOMO and LUMO   0.3692 Eh
SMILES   C[C@@H](CS)NC=O
E_HOMO   -9.30 eV

```
! wB97M-V def2-TZVPD RIJCOSX def2/J DEFGRID3
* xyz 0 1
O -1.32 1.75 1.89
C -1.93 1.45 0.88
N -1.48 0.46 0.03
C 0.00 0.15 0.18
C 0.37 -0.09 -1.27
S 1.95 -1.17 -1.31
C 0.00 -1.05 1.15
H -2.84 2.03 0.67
H -2.02 0.28 -0.79
H 0.54 1.01 0.57
H 0.61 0.79 -1.85
H -0.33 -0.75 -1.75
H 2.73 -0.23 -0.76
H -0.68 -0.88 1.99
H -0.44 -1.86 0.56
H 1.02 -1.17 1.57
*
```

*2*
Molecular formula: C4H9NOS
Method: DFT, wB97M-V/def2-TZVPD

Values from the calculation:
Gap between HOMO and LUMO   0.3100 Eh
E_HOMO   -9.04 eV

```
! wB97M-V def2-TZVPD RIJCOSX def2/J DEFGRID3
* xyz 0 1
C -1.21 0.69 1.06
C 2.13 0.10 -0.57
C -0.34 0.65 -0.24
C 0.97 0.00 0.08
N -1.59 -2.60 -0.27
O -1.55 -1.99 -2.60
S -1.94 -2.98 -1.70
H -1.74 -0.32 1.14
H -2.05 1.47 1.09
H -0.54 0.65 1.98
H -1.88 -3.28 0.41
H 2.30 0.27 -1.59
H 2.99 -0.38 -0.11
H 0.05 1.53 -0.77
H -0.81 -0.02 -0.93
H 0.99 -0.61 0.99
*
```

Most stable structure, least stable structure: *1*, *2*.